[1]
DFT (the ωB97M-V functional and the def2-TZVPD basis) results for a structure of composition C32H43BN8O2S4W in a non-equilibrium geometry.

The geometry in ORCA input format:
```
! RIJCOSX wB97M-V def2-TZVPD def2/J DEFGRID3
* xyz 2 1
W 0.830 -0.517 -0.461
C 0.470 5.736 -0.006
C 1.474 4.957 0.840
C 2.664 4.551 -0.021
C 1.996 5.802 2.005
N 0.721 3.785 1.441
C -0.239 4.033 2.404
C -0.765 2.854 2.773
N -0.144 1.863 2.040
B -0.566 0.383 2.294
N -1.957 0.143 1.684
C -3.062 -0.057 2.483
C -4.148 -0.033 1.693
N -3.720 0.176 0.391
C -2.374 0.278 0.412
S -1.257 0.518 -0.904
C -4.738 0.378 -0.702
C -5.622 -0.868 -0.754
C -5.560 1.612 -0.327
C -4.106 0.590 -2.068
N 0.631 -0.532 1.808
C 1.791 -0.317 2.592
C 2.399 -1.485 2.778
N 1.681 -2.480 2.116
C 0.606 -1.916 1.554
S -0.676 -2.395 0.570
C 2.172 -3.905 2.078
C 1.902 -4.505 3.455
C 3.669 -3.884 1.766
C 1.465 -4.709 0.995
C 0.750 2.449 1.223
S 1.780 1.665 0.055
H 0.959 6.613 -0.429
H -0.379 6.079 0.585
H 0.099 5.119 -0.827
H 3.176 5.472 -0.298
H 2.368 4.051 -0.940
H 3.376 3.930 0.521
H 2.616 6.602 1.603
H 2.611 5.202 2.677
H 1.201 6.273 2.580
H -0.460 5.023 2.752
H -1.517 2.624 3.507
H -0.685 0.226 3.475
H -2.971 -0.201 3.544
H -5.187 -0.138 1.943
H -5.999 -1.163 0.223
H -5.071 -1.707 -1.177
H -6.481 -0.668 -1.393
H -6.128 1.467 0.591
H -6.269 1.826 -1.125
H -4.912 2.481 -0.204
H -3.487 -0.255 -2.369
H -3.513 1.501 -2.113
H -4.921 0.688 -2.785
H 2.048 0.662 2.951
H 3.310 -1.702 3.305
H 2.431 -3.960 4.239
H 2.249 -5.537 3.475
H 0.835 -4.497 3.682
H 4.253 -3.358 2.520
H 3.864 -3.428 0.795
H 4.027 -4.912 1.754
H 0.423 -4.909 1.235
H 1.983 -5.665 0.916
H 1.527 -4.210 0.027
S 0.687 -2.324 -2.236
C -0.790 -3.130 -2.540
N -0.684 -4.159 -3.435
C -1.723 -4.940 -3.774
C -2.939 -4.698 -3.205
C -3.002 -3.626 -2.313
N -1.970 -2.857 -1.994
H 0.230 -4.329 -3.842
H -1.525 -5.725 -4.491
H -3.802 -5.301 -3.440
H -3.942 -3.381 -1.835
O 4.780 -1.500 -1.073
C 3.700 -0.984 -1.177
O 2.681 -1.318 -0.382
C 3.424 0.104 -2.182
C 4.501 0.817 -2.696
C 4.286 1.865 -3.577
C 2.996 2.215 -3.967
C 1.910 1.513 -3.471
C 2.141 0.470 -2.582
H 5.500 0.539 -2.389
H 5.131 2.414 -3.970
H 2.845 3.026 -4.666
H 0.900 1.756 -3.772
H 1.220 -0.143 -2.437
*
```

Values from the calculation:
HOMO level (alpha / beta) ... -12.6367 / -12.6625 eV
HOMO-LUMO gap (alpha / beta) ... 0.2441 / 0.2419 hartree
Relative energy (zero: lowest compared OMol25 entry of this formula, charge and spin) ... 2.1885 eV

[2]
DFT (the ωB97M-V functional and the def2-TZVPD basis) results for a structure of composition C32H43Cl3N4OPdS in a non-equilibrium geometry.

The geometry in ORCA input format:
```
! RIJCOSX wB97M-V def2-TZVPD def2/J DEFGRID3
* xyz 4 1
Pd -1.138 0.235 1.267
C 0.863 0.980 3.802
C -0.255 1.489 2.934
C -1.616 1.444 3.443
C -1.884 1.053 4.870
C -2.664 1.765 2.592
C -4.087 1.676 3.065
C -2.352 2.178 1.256
C -3.445 2.539 0.287
C -1.008 2.531 0.892
C -0.736 3.247 -0.401
C 0.054 2.212 1.756
C 1.467 2.607 1.427
H 1.171 1.761 4.504
H 1.741 0.710 3.222
H 0.561 0.124 4.401
H -2.318 0.053 4.952
H -2.605 1.743 5.308
H -0.993 1.087 5.488
H -4.415 2.647 3.448
H -4.197 0.955 3.869
H -4.780 1.394 2.277
H -3.317 2.058 -0.684
H -3.414 3.614 0.093
H -4.437 2.305 0.652
H -0.798 4.327 -0.238
H -1.459 3.002 -1.174
H 0.257 3.027 -0.781
H 1.880 2.009 0.612
H 2.128 2.528 2.283
H 1.484 3.649 1.108
N -2.318 -0.594 -0.276
C -1.805 -1.732 -1.095
C -2.150 -3.073 -0.455
C -1.694 -3.238 1.005
C -0.240 -2.831 1.243
N -0.144 -1.507 1.933
H -3.229 -0.843 0.108
H -2.505 0.188 -0.900
H -0.730 -1.594 -1.221
H -2.255 -1.681 -2.087
H -1.698 -3.851 -1.072
H -3.229 -3.235 -0.512
H -1.840 -4.275 1.300
H -2.337 -2.655 1.675
H 0.308 -2.745 0.305
H 0.284 -3.563 1.858
H 0.841 -1.272 2.042
H -0.491 -1.629 2.884
Cl 6.311 1.724 -9.475
C 6.196 0.653 -8.180
C 5.699 1.139 -6.922
C 5.534 0.293 -5.850
C 5.908 -1.047 -5.938
C 5.758 -1.952 -4.741
C 4.326 -2.424 -4.407
N 3.430 -1.452 -3.826
C 2.503 -0.674 -4.494
C 1.741 -0.095 -3.527
N 2.154 -0.501 -2.276
C 3.165 -1.302 -2.495
O 6.300 -1.328 -3.597
C 7.472 -0.548 -3.821
C 8.064 -0.811 -5.172
C 8.136 0.181 -6.223
Cl 7.799 1.782 -6.070
S 8.884 -0.422 -7.666
C 9.038 -1.946 -6.935
C 8.589 -2.009 -5.614
C 6.423 -1.515 -7.211
Cl 6.809 -3.145 -7.398
C 6.542 -0.672 -8.318
H 5.410 2.181 -6.855
H 5.130 0.668 -4.918
H 6.300 -2.879 -4.951
H 4.445 -3.247 -3.702
H 3.871 -2.836 -5.307
H 2.435 -0.654 -5.569
H 0.905 0.571 -3.664
H 3.744 -1.817 -1.743
H 8.191 -0.806 -3.042
H 7.230 0.512 -3.724
H 9.508 -2.754 -7.484
H 8.666 -2.907 -5.015
H 6.892 -1.064 -9.265
*
```

Values from the calculation:
HOMO level (alpha / beta) ... -17.5926 / -17.5926 eV
HOMO-LUMO gap (alpha / beta) ... 0.1354 / 0.1352 hartree
Relative energy (zero: lowest compared OMol25 entry of this formula, charge and spin) ... 2.2556 eV

These records have energy values of -3518.1028; -3444.5320 hartree, in the order they appear.